Density functional theory data (ωB97M-V with the def2-TZVPD basis set) for a 3-piece molecular cluster, C15H25N2O7 overall.

Computed properties:
calculated total energy = -1222.4341 a.u.
spin multiplicity = 1
Kohn-Sham gap = 9.532 eV
net charge = +1
LUMO level = -3.508 eV
E_HOMO = -0.4792 Eh
maximum force = 0.113 hartree/bohr

Structure (XYZ):
```
49
Properties=species:S:1:pos:R:3:forces:R:3
C 1.4093 5.0091 0.1890 0.56 0.64 -1.06
O 0.2309 4.2185 0.5000 1.23 -0.41 1.12
C 0.3843 3.4679 1.7316 -0.34 -0.62 0.48
C 1.3859 2.1943 1.5895 -0.75 0.15 1.07
C 0.5889 0.9101 0.9964 0.14 -0.04 -0.50
C 0.8122 0.6495 -0.5834 0.63 -1.24 -0.81
N 1.6192 -0.4991 -0.9698 -2.64 3.68 -3.15
C 1.6480 -0.5676 -2.4455 -2.74 4.37 0.53
C 0.8243 0.6459 -2.9250 2.02 -3.22 2.10
N 0.3087 1.3604 -1.7644 3.29 -4.52 1.54
H 1.2548 6.1253 0.4605 0.18 -1.91 -0.37
H 1.5652 4.9165 -0.9585 -0.23 0.34 1.95
H 2.3720 4.6328 0.6854 -1.49 0.45 -0.54
H -0.6740 3.0626 1.9888 1.76 0.66 -0.50
H 0.6758 4.1281 2.6355 -0.16 -0.85 -1.61
H 2.3609 2.4366 1.0423 -1.54 -0.38 0.58
H 1.6889 1.9139 2.6756 -0.50 0.38 -1.86
H -0.5451 1.0084 1.2247 1.92 -0.11 -0.60
H 0.9496 -0.0357 1.5649 -0.56 1.48 -1.32
H 2.0934 -1.1643 -0.3267 -0.66 0.76 -0.35
H 2.1886 -1.3353 -3.0924 -0.86 1.29 1.36
H 0.6500 0.9115 -4.0186 0.09 -0.19 2.00
H -0.2865 2.2092 -1.7334 0.70 -0.84 0.08
C 2.9074 -6.0379 -1.6931 0.45 -0.12 -0.01
C 2.6394 -5.3424 -0.3762 -0.10 -0.89 -0.94
C 1.5719 -4.2914 -0.4548 -0.79 -0.27 -0.09
O 1.9331 -3.4154 0.6082 0.40 0.44 0.04
C 3.2849 -3.5335 0.7634 1.30 0.17 0.67
O 3.9540 -2.8032 1.4391 -0.81 -0.38 -0.72
O 3.7716 -4.5854 0.0478 -0.39 0.87 0.63
H 3.6568 -6.8220 -1.5595 -0.15 0.03 -0.01
H 1.9977 -6.4930 -2.0922 0.05 0.04 0.11
H 3.3121 -5.3419 -2.4336 -0.16 0.05 0.10
H 2.4174 -6.0813 0.4013 -0.07 0.14 0.00
H 0.5723 -4.7012 -0.2981 0.10 0.20 0.11
H 1.5833 -3.7247 -1.3923 0.10 -0.18 -0.06
C -3.7491 2.6570 -0.0999 -0.13 0.10 -0.46
C -4.7199 1.6748 0.5183 0.56 0.91 -0.27
C -4.2143 1.0367 1.7785 -0.10 0.23 0.68
O -4.9205 -0.1957 1.7968 -0.03 -0.13 -0.50
C -5.1895 -0.5082 0.4964 -0.57 -1.31 -0.47
O -5.6048 -1.5680 0.1256 0.48 1.06 0.37
O -4.9188 0.5469 -0.3278 -0.12 -0.51 0.42
H -4.1981 3.1205 -0.9821 0.05 0.04 0.13
H -3.4797 3.4469 0.6057 -0.08 -0.07 -0.02
H -2.8361 2.1580 -0.4396 -0.05 -0.11 0.19
H -5.6920 2.1547 0.6754 0.07 -0.05 0.10
H -4.4443 1.6295 2.6662 -0.04 -0.23 -0.03
H -3.1399 0.8217 1.7599 0.01 0.11 -0.14
```
Positions in Å, forces in eV/Å.


Density functional theory data (ωB97M-V with the def2-TZVPD basis set) for C15H25N3O2 as an isolated structure.

Computed properties:
calculated total energy = -900.8695 a.u.
spin multiplicity = 1
Kohn-Sham gap = 9.169 eV
LUMO level = 0.571 eV
energy relative to the best compared isomer or geometry (same formula, charge and spin) = 1289.3 kJ/mol
E_HOMO = -0.3160 Eh
maximum force = 0.258 hartree/bohr

Structure (XYZ):
```
45
Properties=species:S:1:pos:R:3:forces:R:3
C -3.8579 -1.2957 1.9648 -7.13 -2.12 -6.47
N -4.0193 -0.4958 0.7035 -4.43 3.00 3.24
C -4.7280 0.8166 1.0148 -3.96 -3.56 3.83
C -5.2612 1.3643 -0.2818 -1.42 2.43 1.84
N -4.1070 1.5132 -1.1765 -8.70 3.57 0.66
C -3.0509 0.8982 -0.9091 -3.44 0.41 0.63
O -2.1096 1.1692 -1.4617 11.21 3.60 -6.16
C -2.9703 -0.2039 -0.1598 1.55 -6.42 6.40
C -2.6439 -1.4359 -0.9934 1.22 -0.07 3.99
H -3.1856 -2.3420 -0.6131 0.38 1.07 -1.04
C -1.1879 -1.6651 -0.6992 -2.61 -9.62 0.97
O -0.9022 -2.8155 -0.2999 -1.03 -0.30 2.43
N -0.2516 -1.1253 -1.3022 2.77 11.92 -3.63
C 1.1803 -0.9617 -1.0140 -0.90 -10.36 -4.09
H 1.6133 -1.0077 -2.1693 -0.36 0.36 3.38
H 1.2894 -2.0621 -0.4887 0.56 1.86 -1.83
C 1.7367 -0.0926 -0.1097 -0.97 7.26 0.37
C 3.1644 0.0880 0.0241 4.26 1.88 -0.97
C 4.1301 -0.7167 -0.5014 -7.76 -3.90 0.20
C 5.4898 -0.7013 -0.2154 1.51 2.42 -9.22
C 5.9547 0.6734 -0.1799 1.52 3.67 4.10
C 5.0363 1.4131 1.1592 4.01 -3.07 -3.04
C 3.7048 1.5490 0.5827 -4.06 -0.20 -0.58
H 3.0021 1.7870 1.5294 0.82 0.25 -2.57
H 3.6371 2.3869 -0.4795 0.04 -2.39 3.74
H 5.6264 2.3281 1.2516 -0.46 -0.15 0.97
H 5.2038 0.5097 1.8973 -0.68 2.46 -0.75
H 5.9370 1.4214 -1.0397 -0.21 -1.61 0.82
H 6.9762 0.6385 0.3054 -0.67 0.48 -1.00
H 6.0013 -1.1866 -1.1756 -0.69 0.74 1.45
H 5.8564 -1.2835 0.4398 2.13 -3.95 5.52
H 3.6110 -1.7757 -0.9641 1.75 2.88 1.16
H 1.3147 -0.0066 0.8644 -0.73 -0.69 0.94
H 1.3136 0.8986 -0.5738 0.96 -0.41 1.05
H -0.6876 -0.1326 -1.5330 1.52 -1.75 -0.29
H -2.7306 -1.0468 -1.9158 -0.70 -0.09 -3.88
H -2.0848 -0.0161 0.4886 0.09 0.22 -0.23
H -4.1520 2.4752 -1.4177 1.30 0.47 -1.20
H -5.8706 2.3708 -0.0359 2.05 -1.50 -0.69
H -6.0912 0.8475 -0.7164 0.01 -1.24 -0.24
H -5.6871 0.3805 1.7893 2.00 1.16 -2.65
H -4.4114 1.5006 1.8743 0.98 -0.32 -1.82
H -4.9556 -1.6628 2.3346 2.54 1.12 -0.91
H -3.3953 -0.8855 2.6758 4.00 3.40 5.61
H -3.4379 -2.1124 1.5269 1.75 -2.89 -0.02
```
Positions in Å, forces in eV/Å.


Density functional theory data (ωB97M-V with the def2-TZVPD basis set) for a 2-piece molecular cluster, C15H25N5O4 overall.

Computed properties:
calculated total energy = -1161.2829 a.u.
spin multiplicity = 1
Kohn-Sham gap = 9.474 eV
LUMO level = 0.434 eV
energy relative to the best compared isomer or geometry (same formula, charge and spin) = 258.9 kJ/mol
E_HOMO = -0.3322 Eh
maximum force = 0.147 hartree/bohr
structure (SMILES) = [H]/N=C(\N)NCCC[C@H](N)C(=O)O.N[C@@H](Cc1ccccc1)C(=O)O

Structure (XYZ):
```
49
Properties=species:S:1:pos:R:3:forces:R:3
H -6.4291 1.2166 -3.6985 -1.30 -0.71 -0.08
N -5.8199 1.9717 -3.4968 1.14 -0.03 -0.10
C -4.6595 1.4543 -3.3548 0.22 -0.28 -0.34
N -4.3037 0.0876 -3.2232 -3.07 0.75 0.27
N -3.5387 2.2557 -3.3117 1.73 -5.11 1.43
C -2.6757 1.9986 -2.1449 -0.47 1.36 0.47
C -1.6278 3.0764 -1.9898 0.13 2.24 0.92
C -0.2409 2.6758 -1.3736 0.34 0.29 -0.03
C -0.3842 2.1665 0.1206 -1.00 -0.48 -0.89
N -1.3715 2.9499 0.9207 2.39 0.94 -4.14
C 0.9699 1.9085 0.7923 0.01 0.64 -0.80
O 1.4926 2.7026 1.5259 0.04 0.45 0.77
O 1.5708 0.7742 0.4321 0.47 -0.28 0.11
H -4.9679 -0.5606 -3.6450 0.21 0.34 0.34
H -3.4023 -0.0946 -3.5117 2.16 -0.45 -0.75
H -3.7375 3.1435 -3.4483 -1.31 5.20 -0.59
H -2.1685 1.0990 -2.2686 0.86 -1.80 -0.40
H -3.2860 1.8841 -1.2487 -0.01 0.11 0.21
H -1.4591 3.4494 -3.0067 0.33 0.05 0.12
H -2.0516 3.9949 -1.3907 0.75 -1.79 -1.06
H 0.1896 1.7943 -1.9541 -0.32 1.26 0.59
H 0.4711 3.5823 -1.4569 -1.05 -1.47 0.16
H -0.8094 1.1717 -0.0541 -0.20 0.03 0.37
H -0.8934 3.7482 1.2709 0.23 0.74 0.59
H -1.6898 2.4080 1.6197 -1.30 -2.05 3.12
H 2.3653 0.5963 1.0541 -1.32 0.66 -1.49
N -0.6193 -3.9301 0.6045 -2.36 6.80 -2.39
C 0.4047 -2.8482 0.7950 0.59 -1.77 0.41
C 1.0588 -2.8134 2.1989 -1.39 2.26 -0.33
C 2.2746 -1.8970 2.2706 0.51 -0.08 1.16
C 3.5739 -2.4562 2.2279 -0.42 -0.85 -2.03
C 4.6834 -1.6371 2.1979 0.67 0.27 1.18
C 4.5541 -0.2973 2.6060 1.73 0.91 -1.16
C 3.3126 0.3037 2.7353 -0.78 -0.77 0.98
C 2.1802 -0.5365 2.5486 1.67 -0.62 0.76
C 1.4809 -3.2070 -0.1947 -0.30 -0.19 -1.37
O 1.6574 -2.7185 -1.2920 0.20 -0.63 1.56
O 2.1482 -4.3352 0.2504 -1.92 1.60 1.18
H -0.3943 -4.6530 1.0990 1.99 -5.65 3.54
H -1.4863 -3.5721 1.0538 0.63 -0.37 -0.68
H -0.0332 -1.9266 0.5273 -0.35 1.07 -0.37
H 0.2411 -2.6022 2.9371 0.90 0.13 -0.41
H 1.4204 -3.7609 2.3762 0.56 -2.25 0.59
H 3.7121 -3.5235 1.9085 -0.31 1.07 0.72
H 5.6932 -2.0601 2.0098 -0.87 0.36 0.20
H 5.4993 0.3215 2.6448 -1.25 -0.70 0.19
H 3.1480 1.3409 3.1042 0.34 -0.88 -0.61
H 1.2314 -0.1295 2.6809 -1.51 0.67 0.24
H 2.7161 -4.5166 -0.4479 1.99 -0.97 -2.17
```
Positions in Å, forces in eV/Å.